{"formula": "C5H14O2", "method": "ωB97M-V/def2-TZVPD", "symbols": ["C", "C", "C", "C", "C", "H", "H", "H", "H", "H", "H", "H", "H", "H", "H", "O", "H", "H", "O", "H", "H"], "coordinates": [[-1.155, 0.982, -0.173], [0.004, 0.037, -0.316], [1.011, -0.176, 0.537], [2.148, -1.131, 0.224], [0.872, 0.056, 2.046], [-2.049, 0.379, 0.010], [-1.222, 1.606, -1.059], [-1.011, 1.672, 0.661], [-0.051, -0.648, -1.164], [3.086, -0.569, 0.184], [2.184, -1.912, 0.980], [2.009, -1.527, -0.780], [1.807, -0.214, 2.539], [0.516, 1.064, 2.250], [0.183, -0.696, 2.448], [1.074, 2.402, -2.038], [1.723, 2.912, -1.545], [1.129, 1.523, -1.650], [-3.822, -1.755, -1.137], [-4.683, -1.407, -1.324], [-3.753, -2.599, -0.695]], "lowdin_charge": [-0.086, -0.178, -0.350, -0.074, -0.059, 0.071, 0.065, 0.070, 0.113, 0.081, 0.075, 0.070, 0.066, 0.068, 0.088, -0.057, 0.037, -0.006, -0.048, 0.023, 0.031], "lumo_ha": 0.029, "e_tot_ev": -9506.0470, "e_above_lowest_ev": 0.953, "e_homo_ha": -0.3217}

=====

{"formula": "C5H14O2", "method": "ωB97M-V/def2-TZVPD", "symbols": ["C", "C", "C", "C", "C", "O", "H", "H", "H", "H", "H", "H", "H", "H", "H", "H", "H", "H", "O", "H", "H"], "coordinates": [[-0.254, 2.672, -0.150], [0.134, 1.739, 1.006], [1.057, 0.576, 0.466], [0.886, -0.002, -0.950], [-0.658, -0.464, -1.159], [-1.131, -1.481, -0.255], [-1.259, 2.358, -0.672], [0.429, 2.799, -1.097], [-0.710, 3.666, 0.304], [-0.910, 1.563, 1.471], [0.728, 2.325, 1.716], [1.014, -0.350, 1.110], [2.123, 0.805, 0.610], [1.525, -0.899, -0.940], [1.189, 0.712, -1.787], [-0.835, -0.756, -2.159], [-1.331, 0.365, -1.025], [-0.554, -1.717, 0.456], [-0.411, -4.251, 1.225], [-0.114, -4.584, 0.367], [-0.915, -5.077, 1.463]], "lowdin_charge": [-0.179, -0.251, -0.233, -0.170, -0.214, -0.076, 0.073, 0.096, 0.096, 0.132, 0.088, 0.105, 0.102, 0.102, 0.115, 0.087, 0.072, 0.038, -0.078, 0.034, 0.064], "lumo_ha": 0.029, "e_tot_ev": -9505.3076, "e_above_lowest_ev": 1.692, "e_homo_ha": -0.3617}

=====

{"formula": "C5H14O2", "method": "ωB97M-V/def2-TZVPD", "symbols": ["C", "C", "C", "C", "C", "H", "H", "H", "H", "H", "H", "H", "H", "H", "H", "H", "H", "O", "H", "H", "O"], "coordinates": [[0.610, 1.378, 1.207], [0.785, 0.690, -0.126], [0.184, -0.503, -0.510], [0.624, -1.276, -1.673], [1.599, 1.460, -1.218], [1.600, 1.960, 1.383], [-0.109, 2.224, 1.284], [0.466, 0.641, 1.922], [-0.790, -0.643, 0.026], [1.224, -0.822, -2.360], [-0.085, -1.934, -2.093], [1.362, -2.032, -1.320], [2.122, 2.298, -0.823], [2.320, 0.853, -1.827], [0.972, 1.818, -2.073], [2.776, -0.044, 3.346], [4.158, -0.653, 2.804], [3.241, -0.836, 3.092], [-5.795, -0.927, -1.671], [-6.383, 0.061, -0.704], [-6.573, -0.826, -1.089]], "lowdin_spin": [0.048, 0.317, 0.379, 0.077, 0.048, 0.008, 0.023, 0.003, 0.013, 0.010, 0.005, 0.036, 0.002, 0.015, 0.015, 0.000, 0.000, 0.000, 0.000, 0.000, 0.000], "lumo_ha": [-0.175, -0.291], "total_charge": 1, "e_tot_ev": -9496.9761, "spin_multiplicity": 2, "e_above_lowest_ev": 1.241, "e_homo_ha": [-0.4979, -0.4979]}

=====

{"formula": "C5H14O3", "method": "ωB97M-V/def2-TZVPD", "symbols": ["C", "C", "C", "C", "C", "H", "H", "H", "H", "H", "H", "H", "H", "O", "H", "H", "O", "H", "H", "O", "H", "H"], "coordinates": [[1.403, -1.230, 1.192], [0.274, -1.561, 1.799], [-1.012, -0.909, 1.548], [-1.400, 0.363, 1.454], [-2.662, 0.872, 0.804], [2.369, -1.552, 1.552], [1.610, -0.349, 0.581], [0.226, -2.294, 2.598], [-1.709, -1.689, 1.195], [-0.742, 1.167, 1.854], [-2.243, 1.497, 0.021], [-3.212, 1.489, 1.544], [-3.429, 0.162, 0.483], [1.075, 5.414, 1.766], [1.233, 4.499, 2.021], [0.581, 5.397, 0.936], [3.285, -0.668, -5.518], [2.624, -0.179, -6.052], [3.850, -0.899, -6.266], [-1.091, -3.192, -1.188], [-0.558, -2.932, -0.420], [-0.471, -3.407, -1.902]], "lowdin_charge": [0.000, -0.205, -0.161, -0.164, -0.102, 0.048, 0.066, 0.101, 0.106, 0.114, 0.071, 0.076, 0.077, -0.063, 0.027, 0.035, -0.075, 0.045, 0.030, -0.071, 0.004, 0.041], "lumo_ha": 0.021, "e_tot_ev": -11552.4706, "e_above_lowest_ev": 1.653, "e_homo_ha": -0.3396}

=====

{"formula": "C5H14O3", "method": "ωB97M-V/def2-TZVPD", "symbols": ["C", "C", "C", "C", "C", "O", "H", "H", "H", "H", "H", "H", "H", "H", "H", "H", "O", "H", "H", "O", "H", "H"], "coordinates": [[2.581, -1.549, -0.274], [1.247, -0.702, -0.024], [1.592, 0.728, 0.667], [2.185, 1.779, -0.371], [1.432, 3.111, -0.014], [0.335, 3.250, -0.495], [3.189, -1.083, -0.939], [2.048, -2.397, -0.768], [2.928, -1.993, 0.539], [0.634, -0.548, -0.937], [0.858, -1.290, 0.853], [0.650, 1.140, 0.885], [2.167, 0.594, 1.568], [3.261, 2.002, -0.090], [2.035, 1.669, -1.500], [1.822, 3.834, 0.742], [-3.544, -1.549, -0.852], [-3.840, -2.419, -1.234], [-2.999, -1.871, -0.195], [-6.516, -0.973, 0.688], [-6.404, -0.600, 1.493], [-5.662, -1.132, 0.258]], "lowdin_charge": [-0.084, -0.198, -0.183, -0.149, -0.277, 0.028, 0.030, 0.082, 0.013, 0.110, 0.102, 0.062, 0.100, 0.106, 0.135, 0.123, -0.033, 0.080, -0.014, -0.017, -0.033, 0.016], "lumo_ha": 0.020, "e_tot_ev": -11552.2866, "e_above_lowest_ev": 1.837, "e_homo_ha": -0.3528}

=====

{"formula": "C5H14OP", "method": "ωB97M-V/def2-TZVPD", "symbols": ["C", "C", "C", "C", "C", "O", "P", "H", "H", "H", "H", "H", "H", "H", "H", "H", "H", "H", "H", "H", "H"], "coordinates": [[-2.520, 0.688, 0.234], [2.419, 0.712, 0.100], [-0.094, -0.778, -1.806], [-1.031, 0.796, 0.638], [1.658, -0.422, 0.853], [-0.597, -1.963, 0.685], [-0.050, -0.591, 0.114], [-2.781, 0.802, -0.913], [-2.810, -0.332, 0.444], [-3.052, 1.561, 0.489], [1.987, 0.726, -0.903], [2.529, 1.759, 0.356], [3.521, 0.373, -0.059], [0.863, -1.321, -2.226], [0.054, 0.255, -2.211], [-1.010, -1.318, -1.929], [-0.920, 0.636, 1.806], [-0.601, 1.782, 0.216], [1.370, 0.003, 1.827], [2.205, -1.324, 0.843], [-1.142, -2.044, 1.440]], "lowdin_charge": [-0.128, -0.128, -0.112, -0.325, -0.255, -0.129, 0.847, 0.126, 0.063, 0.061, 0.034, 0.076, 0.118, 0.110, 0.065, 0.036, 0.142, 0.141, 0.090, 0.082, 0.087], "lumo_ha": -0.112, "total_charge": 1, "e_tot_ev": -16741.4065, "e_above_lowest_ev": 0.696, "e_homo_ha": -0.5691}

=====

{"formula": "C5H14OS", "method": "ωB97M-V/def2-TZVPD", "symbols": ["C", "C", "C", "C", "S", "C", "H", "H", "H", "H", "H", "H", "H", "H", "H", "H", "H", "H", "O", "H", "H"], "coordinates": [[0.359, 1.980, -1.141], [1.253, 0.746, -1.021], [0.518, -0.568, -0.935], [-0.335, -0.778, 0.306], [0.493, -0.381, 1.860], [1.857, -1.550, 1.768], [-0.359, 1.859, -1.964], [-0.233, 2.130, -0.226], [0.971, 2.873, -1.321], [1.915, 0.917, -0.190], [1.919, 0.736, -1.885], [1.167, -1.439, -1.017], [-0.109, -0.678, -1.836], [-1.290, -0.234, 0.302], [-0.715, -1.801, 0.370], [1.552, -2.509, 1.384], [2.256, -1.722, 2.765], [2.678, -1.161, 1.172], [-3.816, 0.608, -2.224], [-4.643, 0.125, -2.352], [-3.938, 1.436, -2.724]], "lowdin_charge": [-0.107, -0.303, -0.285, -0.520, 0.796, -0.423, 0.072, 0.070, 0.072, 0.075, 0.105, 0.098, 0.116, 0.073, 0.072, 0.034, 0.027, 0.030, -0.074, 0.032, 0.041], "lumo_ha": 0.027, "e_tot_ev": -18294.7333, "e_above_lowest_ev": 0.019, "e_homo_ha": -0.3057}

=====

{"formula": "C5H14OS", "method": "ωB97M-V/def2-TZVPD", "symbols": ["C", "C", "O", "C", "H", "H", "H", "H", "H", "H", "H", "H", "C", "S", "C", "H", "H", "H", "H", "H", "H"], "coordinates": [[-1.060, 0.994, 2.069], [-1.905, 1.188, 0.829], [-1.863, -0.008, 0.067], [-2.634, 0.107, -1.109], [-1.451, 0.158, 2.672], [-0.017, 0.771, 1.791], [-1.072, 1.908, 2.686], [-1.523, 2.030, 0.221], [-2.954, 1.418, 1.101], [-2.561, -0.849, -1.654], [-2.262, 0.914, -1.762], [-3.696, 0.301, -0.880], [2.513, -2.084, 0.142], [3.466, -0.564, -0.004], [2.641, 0.119, -1.451], [2.897, -2.647, 1.009], [2.615, -2.712, -0.759], [1.442, -1.875, 0.305], [2.741, -0.547, -2.324], [1.568, 0.290, -1.260], [3.114, 1.086, -1.690]], "lowdin_charge": [-0.080, -0.315, -0.212, -0.130, 0.081, 0.075, 0.079, 0.119, 0.119, 0.091, 0.086, 0.087, -0.452, 0.703, -0.453, 0.032, 0.037, 0.033, 0.037, 0.030, 0.032], "lumo_ha": 0.035, "e_tot_ev": -18294.0545, "e_above_lowest_ev": 0.697, "e_homo_ha": -0.3097}

=====

{"formula": "C5H14OS", "method": "ωB97M-V/def2-TZVPD", "symbols": ["C", "C", "C", "C", "S", "C", "H", "H", "H", "H", "H", "H", "H", "H", "H", "H", "H", "H", "O", "H", "H"], "coordinates": [[1.030, -1.782, 1.184], [-0.370, -2.040, 0.852], [-0.955, -1.929, -0.570], [-0.532, -0.894, -1.551], [-0.680, 0.865, -1.140], [0.276, 1.446, -2.642], [1.138, -0.710, 1.689], [1.399, -2.489, 1.836], [1.667, -1.707, 0.273], [-0.991, -1.300, 1.550], [-0.630, -3.015, 1.167], [-2.108, -1.999, -0.376], [-0.722, -2.957, -1.036], [0.600, -1.064, -1.507], [-0.643, -1.267, -2.540], [-0.428, 2.058, -3.245], [0.826, 0.781, -3.219], [0.794, 2.343, -2.270], [1.325, 2.890, 4.333], [0.702, 2.359, 3.917], [1.976, 3.208, 3.687]], "lowdin_charge": [-0.137, -0.321, -0.307, -0.576, 0.786, -0.373, 0.115, 0.036, 0.077, 0.140, 0.081, 0.134, 0.131, 0.079, 0.070, 0.031, 0.012, 0.022, -0.035, -0.013, 0.047], "lumo_ha": 0.022, "e_tot_ev": -18292.8452, "e_above_lowest_ev": 1.907, "e_homo_ha": -0.3119}

=====

{"formula": "C5H14P2", "method": "ωB97M-V/def2-TZVPD", "symbols": ["C", "C", "C", "P", "P", "C", "C", "H", "H", "H", "H", "H", "H", "H", "H", "H", "H", "H", "H", "H", "H"], "coordinates": [[1.063, -1.456, 1.511], [0.400, -1.575, 0.138], [-0.568, -0.379, 0.086], [-1.900, -0.247, 1.348], [0.339, 1.287, -0.011], [1.218, 1.038, -1.591], [-1.078, 2.259, -0.600], [0.573, -2.119, 2.194], [2.167, -1.709, 1.353], [1.097, -0.469, 1.905], [0.928, -1.501, -0.690], [-0.108, -2.474, 0.023], [-1.129, -0.417, -0.964], [-0.972, -0.433, 2.404], [-1.965, -1.719, 1.283], [1.899, 0.210, -1.592], [1.658, 1.814, -2.197], [0.279, 0.810, -2.260], [-1.777, 2.427, 0.202], [-1.472, 1.582, -1.340], [-0.651, 3.067, -1.202]], "lowdin_charge": [-0.154, -0.318, -0.833, 0.810, 0.788, -0.311, -0.345, 0.057, 0.099, 0.010, 0.026, 0.078, 0.096, -0.113, -0.063, 0.018, 0.028, 0.066, 0.009, 0.007, 0.044], "lumo_ha": 0.039, "e_tot_ev": -23987.5813, "e_above_lowest_ev": 1.688, "e_homo_ha": -0.3056}

=====

{"formula": "C5H14S", "method": "ωB97M-V/def2-TZVPD", "symbols": ["C", "C", "C", "H", "H", "H", "H", "H", "H", "H", "H", "C", "S", "C", "H", "H", "H", "H", "H", "H"], "coordinates": [[0.910, 1.555, 0.466], [1.530, 0.276, -0.056], [2.155, -0.569, 1.054], [0.126, 1.456, 1.179], [0.370, 1.957, -0.447], [1.852, 2.183, 0.747], [2.264, 0.522, -0.864], [0.879, -0.311, -0.652], [1.971, -1.619, 0.826], [3.190, -0.343, 1.029], [1.682, -0.279, 1.964], [-1.986, -0.166, 0.614], [-1.948, 0.713, -1.016], [-1.828, -0.858, -1.834], [-1.442, -1.200, 0.652], [-3.098, -0.381, 0.915], [-1.589, 0.410, 1.436], [-1.596, -0.643, -2.854], [-0.834, -1.124, -1.381], [-2.607, -1.579, -1.778]], "lowdin_charge": [-0.158, -0.350, -0.101, 0.023, 0.043, 0.114, 0.116, 0.040, 0.071, 0.055, 0.060, -0.416, 0.749, -0.455, 0.077, 0.064, -0.003, 0.019, 0.016, 0.036], "lumo_ha": 0.035, "e_tot_ev": -16245.7599, "e_above_lowest_ev": 1.541, "e_homo_ha": -0.3137}

=====

{"formula": "C5H15N2", "method": "ωB97M-V/def2-TZVPD", "symbols": ["C", "C", "N", "H", "H", "H", "H", "H", "H", "H", "C", "C", "C", "N", "H", "H", "H", "H", "H", "H", "H", "H"], "coordinates": [[-0.190, -2.903, -0.045], [0.883, -1.883, -0.350], [0.438, -0.971, -1.418], [-0.396, -3.524, -0.908], [0.124, -3.548, 0.765], [-1.107, -2.425, 0.253], [1.090, -1.270, 0.527], [1.802, -2.382, -0.627], [1.225, -0.408, -1.761], [0.102, -1.502, -2.209], [0.879, 2.867, 1.470], [0.329, 1.776, 0.609], [-0.998, 1.730, 0.273], [-1.547, 0.604, -0.467], [0.086, 3.515, 1.812], [1.380, 2.476, 2.348], [1.607, 3.472, 0.944], [1.027, 1.045, 0.221], [-1.712, 2.463, 0.580], [-0.723, -0.055, -0.876], [-2.181, 0.008, 0.121], [-2.116, 0.914, -1.263]], "lowdin_spin": [0.055, 0.017, 0.020, 0.004, 0.003, 0.048, 0.007, 0.001, 0.007, 0.018, 0.010, 0.063, 0.184, 0.184, 0.001, 0.003, 0.001, 0.008, 0.035, 0.023, 0.175, 0.134], "lumo_ha": [0.029, 0.025], "e_tot_ev": -8404.6432, "spin_multiplicity": 2, "e_above_lowest_ev": 2.075, "e_homo_ha": [-0.1056, -0.3549]}